(1)
This record from OMol25 describes a cluster of 7 separate species, C48H120N6O10P in total in a non-equilibrium geometry. The level of theory is the ωB97M-V functional and the def2-TZVPD basis.

Each line ends with the Mulliken charge.
CARTESIAN COORDINATES (ANGSTROEM)
P1 0.0344 -0.0905 0.0206  -0.07
O1 0.9704 -1.2911 0.4659  0.05
O2 0.4213 1.2754 0.7932  -0.07
O3 -1.5217 -0.4502 0.3999  -1.02
O4 0.2675 0.1388 -1.4834  -0.66
C1 1.9378 5.8189 -3.4367  -1.21
C2 2.6791 4.4945 -3.2844  -0.41
N1 1.8149 3.3515 -2.6261  0.81
C3 0.8149 2.7242 -3.6674  -0.93
C4 2.7165 2.1487 -2.1459  0.55
C5 3.4041 1.3366 -3.2249  -1.46
C6 1.0233 3.8843 -1.3928  -0.40
C7 1.8132 4.1357 -0.1285  0.31
O5 2.8002 5.1630 -0.3605  -0.47
C8 3.6680 5.2079 0.7153  -0.89
H1 2.4659 6.4988 -4.1051  0.45
H2 1.6761 6.2200 -2.4576  0.27
H3 1.0146 5.7049 -4.0048  0.24
H4 3.5739 4.5876 -2.6689  0.41
H5 3.1354 4.1399 -4.2087  0.57
H6 0.1368 3.5143 -3.9898  0.37
H7 0.3605 1.8920 -3.1298  0.12
H8 1.3588 2.3873 -4.5499  0.35
H9 2.1332 1.5592 -1.4385  -0.55
H10 3.4884 2.4941 -1.4581  0.44
H11 3.9576 1.9617 -3.9256  0.35
H12 2.6887 0.7109 -3.7586  0.05
H13 4.1533 0.6307 -2.8662  0.41
H14 0.3887 3.0155 -1.2181  -0.56
H15 0.3658 4.7198 -1.6326  0.94
H16 2.2244 3.1949 0.2375  -0.54
H17 1.2166 4.4841 0.7146  0.69
H18 3.2902 4.9589 1.7070  0.22
H19 4.1033 6.1937 0.8794  0.37
H20 4.4201 4.5227 0.3244  0.35
C9 -5.8953 0.4286 -2.0408  -1.33
C10 -4.8091 0.7713 -3.0449  -0.56
N2 -3.3132 0.7081 -2.6018  0.91
C11 -3.0214 1.6575 -1.4197  -0.24
C12 -3.0023 -0.7401 -2.1447  0.67
C13 -3.6425 -1.8389 -2.9481  -1.70
C14 -2.2798 1.0098 -3.7948  0.78
C15 -2.4998 2.3772 -4.4223  -1.77
O6 -2.4326 3.4292 -3.4441  0.14
C16 -2.7593 4.7102 -3.9620  -1.02
H21 -5.8991 1.1982 -1.2690  0.31
H22 -5.7352 -0.4991 -1.4913  0.26
H23 -6.8759 0.3905 -2.5154  0.41
H24 -4.7041 1.8484 -3.1751  0.54
H25 -5.0411 0.2379 -3.9667  0.50
H26 -3.6040 2.5745 -1.5084  0.63
H27 -1.9471 1.8381 -1.3821  -0.42
H28 -3.2177 1.0794 -0.5167  -0.10
H29 -3.4338 -0.8396 -1.1487  0.23
H30 -1.9225 -0.7359 -1.9967  -0.73
H31 -3.4510 -1.6953 -4.0114  0.35
H32 -4.7215 -1.9498 -2.8398  0.42
H33 -3.1157 -2.7502 -2.6651  0.17
H34 -2.5184 0.2607 -4.5498  0.40
H35 -1.3132 0.7469 -3.3651  -0.41
H36 -3.4085 2.3646 -5.0242  0.64
H37 -1.7960 2.6710 -5.2011  0.61
H38 -2.1160 5.0421 -4.7769  0.33
H39 -2.7403 5.3812 -3.1032  0.20
H40 -3.7660 4.6697 -4.3779  0.38
C17 -0.2559 4.4759 4.0009  -1.17
C18 -1.7424 3.8823 4.0495  -0.57
N3 -2.1259 2.8033 3.0081  0.41
C19 -1.3773 1.5054 3.3539  -0.74
C20 -3.6688 2.5555 3.0967  -0.79
C21 -4.1860 1.3978 2.2133  -0.36
C22 -1.6832 3.1448 1.5556  1.27
C23 -2.5265 4.2267 0.8577  -1.42
O7 -2.5094 5.3885 1.5599  -0.35
C24 -3.1938 6.4301 0.9186  -0.85
H41 0.5587 3.7827 4.2105  0.24
H42 -0.0314 5.3398 4.6263  0.47
H43 -0.0120 4.8707 3.0146  0.20
H44 -2.4561 4.7007 3.9547  0.57
H45 -1.8492 3.3700 5.0056  0.63
H46 -0.3109 1.6574 3.1872  0.22
H47 -1.6520 0.7707 2.5970  -0.23
H48 -1.5549 1.1618 4.3729  0.49
H49 -4.2890 3.4316 2.9073  0.39
H50 -3.9766 2.2397 4.0935  0.56
H51 -5.2684 1.3067 2.3045  0.54
H52 -3.5751 0.5634 2.5579  0.02
H53 -3.9432 1.5872 1.1677  -0.03
H54 -1.8062 2.1721 1.0794  -0.39
H55 -0.6010 3.2413 1.4691  -0.27
H56 -3.5054 3.8207 0.6026  0.57
H57 -2.0146 4.4828 -0.0699  0.51
H58 -4.2324 6.2471 0.6429  0.38
H59 -2.7501 6.9136 0.0483  0.26
H60 -3.2365 7.1292 1.7538  0.32
C25 -1.9656 -4.7107 -0.2853  -1.65
C26 -1.9001 -3.4529 0.6293  0.58
N4 -1.3813 -3.6461 2.1128  0.81
C27 -1.3364 -2.2166 2.8164  -0.82
C28 -2.4580 -4.4344 2.9327  -0.42
C29 -3.9811 -4.1239 2.5852  -1.14
C30 -0.0118 -4.4195 2.2521  0.01
C31 0.6912 -4.2522 3.6240  -0.88
O8 -0.0658 -4.5104 4.8188  -0.32
C32 0.6661 -4.7711 6.0140  -0.52
H61 -1.9810 -4.4891 -1.3524  0.11
H62 -2.8450 -5.3372 -0.1367  0.51
H63 -1.1938 -5.4628 -0.1216  0.25
H64 -2.7765 -2.8048 0.6382  0.73
H65 -1.2102 -2.7639 0.1420  -0.80
H66 -1.2878 -2.4436 3.8814  0.81
H67 -2.1940 -1.6362 2.4763  0.41
H68 -0.4387 -1.7148 2.4553  -0.57
H69 -2.3027 -4.4154 4.0114  0.48
H70 -2.2517 -5.4854 2.7303  0.54
H71 -4.1989 -4.3259 1.5365  0.18
H72 -4.1879 -3.0826 2.8323  0.26
H73 -4.6854 -4.6928 3.1922  0.46
H74 0.4187 -3.7888 1.4744  -0.30
H75 -0.1674 -5.4322 1.8802  0.53
H76 1.2110 -3.3074 3.7828  0.33
H77 1.4928 -4.9900 3.5874  0.70
H78 1.0418 -3.7977 6.3293  -0.01
H79 1.5619 -5.3828 5.9072  0.35
H80 0.1251 -5.2451 6.8329  0.30
C33 0.0734 -1.5626 -4.5762  -1.41
C34 -0.0166 -2.5916 -3.4331  0.82
N5 1.3670 -3.2375 -3.1243  0.51
C35 2.4246 -2.1803 -2.7702  -1.33
C36 1.1383 -4.0307 -1.7816  0.36
C37 2.2219 -4.8714 -1.1531  -1.64
C38 1.9568 -4.1519 -4.1994  -0.83
C39 1.0911 -5.3451 -4.5463  -0.92
O9 1.3159 -6.4707 -3.6989  -0.35
C40 0.2494 -7.4248 -3.8777  -0.80
H81 0.6828 -0.6760 -4.4014  -0.11
H82 -0.9225 -1.2068 -4.8403  0.32
H83 0.4841 -2.1204 -5.4178  0.57
H84 -0.6781 -3.4421 -3.5978  0.52
H85 -0.2890 -2.1381 -2.4801  -0.57
H86 2.0521 -1.5214 -1.9859  0.39
H87 2.5594 -1.5902 -3.6767  0.51
H88 3.3937 -2.6012 -2.5021  0.48
H89 0.3304 -4.7119 -2.0489  0.27
H90 0.8293 -3.2843 -1.0497  0.03
H91 2.7278 -4.3119 -0.3662  0.14
H92 2.9309 -5.2888 -1.8681  0.37
H93 1.8577 -5.7726 -0.6598  0.31
H94 2.9225 -4.4971 -3.8301  0.60
H95 2.1933 -3.5198 -5.0553  0.71
H96 1.3278 -5.6145 -5.5756  0.65
H97 0.0401 -5.0627 -4.6084  0.35
H98 0.2602 -7.7652 -4.9132  0.36
H99 -0.7228 -6.9777 -3.6704  0.28
H100 0.2960 -8.3593 -3.3186  0.29
C41 4.3192 2.4319 3.3431  -1.19
C42 4.8162 0.9357 3.2466  -0.51
N6 3.9218 0.0331 2.3519  0.35
C43 3.6484 0.6558 0.9086  -0.44
C44 4.7129 -1.2708 2.2471  -0.80
C45 4.0312 -2.3162 1.2736  -0.61
C46 2.4909 -0.2382 2.9981  1.42
C47 2.2910 -0.3159 4.4884  -1.37
O10 3.2107 -1.2445 5.0612  -0.32
C48 2.9673 -1.6571 6.4139  -0.90
H101 3.2907 2.5002 3.6976  0.15
H102 4.5084 3.0041 2.4348  0.26
H103 4.9121 2.8927 4.1331  0.49
H104 4.9369 0.5471 4.2578  0.48
H105 5.8431 0.9245 2.8813  0.63
H106 3.2736 1.6370 1.1997  0.08
H107 2.8488 0.1345 0.3822  -0.33
H108 4.5088 0.8093 0.2573  0.38
H109 4.9163 -1.6629 3.2435  0.50
H110 5.6923 -0.9342 1.9071  0.55
H111 4.6169 -3.2055 1.0409  0.68
H112 3.7236 -1.8854 0.3207  0.05
H113 3.1580 -2.8406 1.6617  -0.05
H114 2.0514 -1.1382 2.5681  -0.77
H115 1.8381 0.5200 2.5657  -0.28
H116 1.2429 -0.4826 4.7373  0.57
H117 2.6373 0.6305 4.9036  0.70
H118 3.2789 -0.8291 7.0506  0.36
H119 3.6622 -2.4227 6.7591  0.28
H120 1.9266 -1.9319 6.5857  0.27

The largest force on an atom comes out at 3.18 eV Å⁻¹. The energy relative to the best compared isomer or geometry (same formula, charge and spin) is 9.7 kcal per mole. The calculation puts the lowest unoccupied orbital energy at -5.01 eV. Its electronic energy is -3322.0553 Eh. The HOMO-LUMO gap is 0.28487 Ha. The value obtained for the molar mass is 972.49 g mol⁻¹. The calculation puts the HOMO energy at -12.758 eV. The net charge is +3.



(2)
This record from OMol25 describes a structure of composition C48H120N8 in a non-equilibrium geometry. The level of theory is the ωB97M-V functional and the def2-TZVPD basis.

Each line ends with the Mulliken charge.
CARTESIAN COORDINATES (ANGSTROEM)
C1 5.0289 -25.7024 -12.9320  0.70
C2 4.9773 -24.4533 -11.9846  -1.46
N1 3.7688 -23.5836 -12.2258  0.01
C3 3.7852 -22.7253 -13.4106  0.15
C4 5.2253 -22.2049 -13.8395  -1.50
C5 2.4802 -24.2828 -11.8117  0.42
C6 1.3088 -23.3486 -11.6401  -2.62
H1 5.1360 -25.3513 -13.9583  -0.72
H2 4.1330 -26.2805 -12.7052  -0.29
H3 5.8379 -26.3969 -12.7059  0.51
H4 4.9716 -24.8191 -10.9578  0.28
H5 5.8312 -23.7807 -12.0651  0.69
H6 3.4334 -23.3778 -14.2096  -0.15
H7 2.9472 -22.0286 -13.3865  0.46
H8 6.0165 -22.9040 -14.1103  0.31
H9 5.2452 -21.7501 -14.8298  0.44
H10 5.6176 -21.5949 -13.0258  0.38
H11 2.6917 -24.9456 -10.9726  -0.12
H12 2.5401 -24.8893 -12.7154  0.19
H13 1.3686 -22.9979 -10.6098  -0.06
H14 0.3309 -23.7187 -11.9479  -0.03
H15 1.4565 -22.3760 -12.1096  1.07
C7 2.2318 -26.8558 -14.3974  1.02
C8 1.9824 -26.7686 -15.8516  -2.25
N2 2.9428 -25.9608 -16.5118  0.43
C9 4.3388 -26.3990 -16.2973  -0.53
C10 5.3358 -25.2197 -16.3902  -1.62
C11 2.5938 -25.8053 -18.0055  -0.50
C12 1.1545 -25.5464 -18.4712  -1.31
H16 1.2731 -26.8271 -13.8795  -0.88
H17 3.0117 -26.3732 -13.8085  -0.03
H18 2.4162 -27.9287 -14.3421  -0.47
H19 1.6144 -27.7278 -16.2159  0.06
H20 1.0500 -26.2187 -15.9792  1.03
H21 4.4542 -26.8862 -15.3291  0.58
H22 4.5636 -27.2608 -16.9257  0.41
H23 4.7169 -24.3359 -16.2347  0.29
H24 6.0776 -25.3289 -15.5990  0.55
H25 5.8247 -25.2046 -17.3642  0.37
H26 3.0019 -26.6126 -18.6137  0.40
H27 3.2757 -24.9796 -18.2089  0.44
H28 1.0662 -25.4570 -19.5539  0.42
H29 0.8042 -24.6233 -18.0094  0.32
H30 0.4192 -26.3335 -18.3042  0.25
C13 4.7118 -31.2291 -12.5907  -1.19
C14 4.2054 -31.2157 -14.1683  -0.90
N3 2.9697 -30.4714 -14.3383  1.12
C15 1.8631 -31.0265 -13.4471  -1.34
C16 0.5365 -30.2770 -13.5532  -0.89
C17 2.6080 -30.0917 -15.7767  -1.48
C18 3.4949 -28.9712 -16.3281  -0.88
H31 5.1036 -30.2794 -12.2265  0.25
H32 5.6344 -31.8091 -12.6164  0.57
H33 3.9570 -31.7610 -12.0115  -0.01
H34 5.0711 -30.6891 -14.5699  0.35
H35 4.1931 -32.1649 -14.7038  0.39
H36 1.7979 -32.1141 -13.4774  2.27
H37 2.0452 -31.0443 -12.3725  -1.73
H38 -0.0002 -30.2376 -12.6053  -0.84
H39 0.7729 -29.2174 -13.6505  0.36
H40 -0.0563 -30.6370 -14.3941  0.87
H41 1.5499 -29.8533 -15.8843  0.23
H42 2.6197 -30.8756 -16.5341  0.49
H43 3.4968 -28.1188 -15.6486  -0.70
H44 3.0186 -28.6213 -17.2439  0.64
H45 4.5421 -29.2088 -16.5153  0.64
C19 0.8644 -25.5642 -11.0215  -0.76
C20 1.6013 -26.7298 -10.3997  -2.16
N4 1.2748 -28.0207 -10.9993  1.61
C21 1.7293 -28.0933 -12.3892  -0.73
C22 3.1985 -27.6695 -12.7093  -0.90
C23 1.8309 -29.0277 -10.0065  -1.47
C24 1.4549 -30.4440 -10.5879  1.95
H46 -0.1355 -25.9228 -11.2658  -0.13
H47 1.2084 -25.3687 -12.0371  1.84
H48 0.9818 -24.5769 -10.5748  0.62
H49 2.6615 -26.5774 -10.1980  0.79
H50 1.1770 -26.8226 -9.4000  1.01
H51 1.0723 -27.4498 -12.9743  0.37
H52 1.6626 -29.1062 -12.7865  -0.61
H53 3.4488 -27.9656 -13.7279  0.82
H54 3.8066 -28.3405 -12.1026  0.44
H55 3.3446 -26.6047 -12.5273  0.33
H56 2.8948 -28.8814 -9.8197  0.53
H57 1.2590 -28.8560 -9.0947  0.61
H58 1.5413 -31.2211 -9.8284  -1.05
H59 0.4431 -30.4383 -10.9932  -1.23
H60 2.0593 -30.6571 -11.4695  1.06
C25 -2.2889 -30.6554 -12.5812  -1.85
C26 -1.4655 -29.3635 -12.7203  0.35
N5 -1.8532 -28.5041 -11.6347  0.34
C27 -1.6319 -27.1253 -11.9710  0.06
C28 -2.5094 -26.5877 -13.0536  -2.12
C29 -1.2089 -29.0453 -10.4006  1.17
C30 -2.0254 -28.7291 -9.1247  -1.90
H61 -2.0664 -31.3407 -13.3991  0.40
H62 -3.3368 -30.3554 -12.5799  0.46
H63 -2.0541 -31.1702 -11.6496  0.22
H64 -0.3768 -29.4102 -12.6957  0.06
H65 -1.7855 -29.0937 -13.7268  0.83
H66 -1.7081 -26.4836 -11.0933  0.87
H67 -0.5973 -27.0408 -12.3035  -0.55
H68 -2.8576 -27.2816 -13.8187  0.37
H69 -3.3925 -26.0644 -12.6871  0.30
H70 -1.9330 -25.7748 -13.4950  0.80
H71 -0.2959 -28.4576 -10.3051  -0.31
H72 -0.9835 -30.1116 -10.3873  0.46
H73 -1.5295 -29.1797 -8.2649  0.37
H74 -3.0838 -28.9472 -9.2670  0.41
H75 -1.9527 -27.6806 -8.8358  0.26
C31 3.1350 -35.9422 -7.2517  -1.45
C32 3.2514 -34.5934 -7.8100  0.98
N6 1.9097 -33.9673 -7.7792  0.32
C33 1.6226 -33.4193 -6.3935  -0.43
C34 0.1065 -33.1106 -6.1755  -1.21
C35 1.6587 -32.9886 -8.8449  -0.20
C36 2.3875 -31.5956 -8.6636  -0.46
H76 2.6131 -36.7743 -7.7241  0.29
H77 2.7907 -35.7482 -6.2358  0.34
H78 4.1481 -36.2919 -7.0533  0.42
H79 3.9512 -34.0255 -7.1968  0.53
H80 3.7437 -34.7651 -8.7672  0.04
H81 1.7419 -34.2564 -5.7055  0.45
H82 2.3523 -32.7390 -5.9544  0.41
H83 -0.3362 -33.1572 -5.1806  0.41
H84 -0.0663 -32.0525 -6.3720  0.16
H85 -0.4303 -33.7697 -6.8578  0.33
H86 0.5789 -33.0364 -8.9852  0.63
H87 2.0582 -33.4644 -9.7405  -1.52
H88 3.4706 -31.7169 -8.6801  0.36
H89 1.9912 -30.9788 -7.8570  0.57
H90 2.1519 -30.9071 -9.4751  -0.37
C37 2.1134 -32.3765 -11.1912  -0.06
C38 1.0897 -33.6017 -11.2927  -2.38
N7 1.9125 -34.8211 -11.5048  0.57
C39 1.1282 -35.9374 -12.0560  -0.57
C40 1.9286 -37.1584 -12.5435  -1.21
C41 2.7197 -35.3702 -10.3953  0.09
C42 4.1679 -35.2501 -10.8507  -1.43
H91 3.0812 -32.4688 -10.6982  1.15
H92 1.5925 -31.5695 -10.6761  0.14
H93 2.3151 -32.1549 -12.2392  -0.20
H94 0.6318 -33.7989 -10.3234  0.73
H95 0.4292 -33.4481 -12.1461  0.70
H96 0.4222 -36.1620 -11.2565  0.44
H97 0.5316 -35.6826 -12.9320  0.36
H98 2.6982 -36.9986 -13.2987  0.29
H99 2.4505 -37.4881 -11.6451  0.26
H100 1.3292 -37.9612 -12.9729  0.42
H101 2.3814 -36.3352 -10.0178  0.74
H102 2.6214 -34.6513 -9.5819  -1.12
H103 4.5601 -36.1279 -11.3643  0.40
H104 4.8223 -35.2334 -9.9792  0.39
H105 4.4700 -34.3401 -11.3691  0.14
C43 -1.0048 -24.7868 -12.4438  0.24
C44 -0.9601 -24.0582 -11.0537  -1.28
N8 -1.1013 -22.6319 -11.1876  0.99
C45 -0.5979 -22.0112 -9.8745  -0.59
C46 0.8601 -21.4285 -9.9937  -1.16
C47 -2.4814 -22.2878 -11.4644  -0.51
C48 -2.5431 -20.7296 -11.9202  -1.18
H106 -0.8909 -25.8627 -12.3114  0.08
H107 -0.2677 -24.3838 -13.1384  -0.60
H108 -1.9872 -24.6007 -12.8779  0.92
H109 -1.5940 -24.5164 -10.2946  0.59
H110 0.0103 -24.2274 -10.5871  -1.15
H111 -0.5583 -22.7403 -9.0652  0.20
H112 -1.2285 -21.2033 -9.5032  0.60
H113 1.4882 -22.3150 -9.9053  0.24
H114 1.0858 -20.6145 -9.3047  0.42
H115 0.8972 -20.9699 -10.9818  0.29
H116 -2.8146 -22.8213 -12.3546  0.28
H117 -3.1246 -22.5891 -10.6375  0.39
H118 -3.5297 -20.3914 -12.2369  0.41
H119 -2.3725 -20.1960 -10.9852  0.34
H120 -1.8310 -20.3624 -12.6593  0.28

The largest force on an atom comes out at 13.08 eV Å⁻¹. The energy relative to the best compared isomer or geometry (same formula, charge and spin) is 1192.2 kcal per mole. The calculation puts the lowest unoccupied orbital energy at 0.63 eV. Its electronic energy is -2336.8556 Eh. The HOMO-LUMO gap is 0.28400 Ha. The value obtained for the molar mass is 809.54 g mol⁻¹. The calculation puts the HOMO energy at -7.096 eV.